Entry 1:
DFT (ωB97M-V/def2-TZVPD) results for a structure of composition C24H35BIrN3O5 at a distorted geometry.

* net charge: -2
* HOMO-LUMO gap (alpha / beta): 0.098 / 0.097 Ha
* relative energy (zero: lowest compared OMol25 entry of this formula, charge and spin): 93.8 kcal/mol

```
69
Properties=species:S:1:pos:R:3:forces:R:3
Ir 1.438 0.313 -0.585 3.444 -1.092 1.336
O -2.331 1.745 5.184 -0.008 0.110 -0.270
O 3.883 1.923 0.623 -0.031 -0.313 -0.237
O 1.058 -0.198 5.999 -0.077 0.454 -2.158
O -0.598 -1.994 0.206 0.095 -0.663 0.610
O -0.895 -1.323 -1.930 -0.421 0.023 -0.398
N -0.231 1.025 4.528 0.845 -1.453 0.046
N 1.912 -0.498 1.281 0.179 -0.616 -1.330
N 0.723 1.237 -1.997 -1.079 1.191 -0.714
C 0.828 0.096 4.799 -1.850 1.469 3.034
C 2.481 -1.468 3.855 -1.131 1.056 0.603
C 1.340 0.036 2.342 -0.622 0.270 2.319
C -1.340 2.466 -1.633 -0.109 0.128 0.353
C -2.423 3.088 -2.206 0.003 -0.012 -0.096
C -3.154 -2.049 -2.374 0.371 0.054 0.209
C -0.299 1.898 -2.460 0.502 -0.489 -0.176
C -2.938 -1.780 0.487 0.336 -0.105 -0.183
C 3.246 1.383 -0.551 -2.399 0.376 -0.021
C -1.797 -2.392 -1.751 -0.092 -0.401 -0.116
C -1.894 -4.036 0.270 0.162 0.359 -0.086
C -0.419 2.130 -3.877 0.031 0.058 -0.505
C -1.079 1.281 5.649 0.009 0.007 1.326
C 2.742 -1.557 1.474 -0.036 -0.014 0.575
C 3.757 2.170 -1.742 0.530 -0.557 0.154
C -1.200 2.352 -0.144 -0.074 0.057 -0.030
C -2.562 3.206 -3.590 -0.521 0.305 -0.260
C 3.063 -2.025 2.752 0.206 -0.015 -0.814
C 4.802 1.058 1.219 0.282 0.018 -0.058
C 0.717 1.652 -4.731 -0.260 -0.010 0.137
C -1.531 2.737 -4.405 -0.013 0.000 -0.008
C -1.817 -2.579 -0.198 -0.473 -0.044 -0.015
C -1.203 -3.608 -2.487 -0.104 0.341 0.179
C 1.524 -0.412 3.678 2.153 -1.699 -2.724
B -0.110 -1.119 -0.786 0.515 1.198 -0.015
H -2.726 -1.762 1.555 -0.019 -0.037 0.105
H -1.952 -4.050 1.356 -0.037 -0.048 0.145
H -2.831 2.054 5.946 0.070 -0.046 -0.104
H -0.760 0.795 3.697 0.064 0.195 -0.195
H -0.246 -3.859 -2.038 0.145 -0.108 0.005
H -1.853 3.055 0.380 -0.100 0.067 -0.037
H -1.005 -4.586 -0.025 0.047 -0.053 -0.058
H -3.199 3.506 -1.566 0.014 -0.053 0.072
H -1.216 0.371 6.275 0.115 0.354 -0.341
H 3.787 -2.828 2.854 -0.108 0.059 -0.051
H -3.542 -1.119 -1.967 -0.030 0.047 -0.016
H -2.927 -0.753 0.130 -0.067 0.108 -0.030
H -0.155 2.532 0.134 -0.140 -0.062 0.111
H -1.439 1.336 0.180 0.095 0.027 0.184
H -3.918 -2.225 0.322 -0.176 0.001 -0.035
H -1.613 2.867 -5.484 0.074 -0.045 -0.002
H -3.450 3.658 -4.025 0.057 0.042 0.034
H 2.698 -1.798 4.861 0.000 -0.079 0.039
H -3.872 -2.853 -2.199 -0.079 -0.058 -0.021
H 5.026 1.449 2.216 0.076 -0.006 0.041
H 0.810 0.567 -4.659 0.120 -0.149 -0.018
H -1.865 -4.472 -2.462 -0.060 -0.140 0.010
H 3.343 3.188 -1.766 -0.094 -0.093 0.177
H 5.742 1.009 0.637 -0.040 -0.071 0.098
H -0.592 2.042 6.288 -0.178 -0.216 -0.142
H 0.584 1.935 -5.776 -0.036 0.051 -0.111
H 3.485 1.673 -2.672 -0.090 0.032 0.042
H 4.853 2.264 -1.697 0.064 0.086 -0.106
H 0.722 0.906 2.160 -0.014 -0.084 -0.268
H 1.651 2.065 -4.349 0.185 -0.003 -0.014
H -1.027 -3.320 -3.522 0.002 0.012 -0.043
H -2.776 -4.529 -0.140 -0.086 -0.055 -0.007
H -3.017 -1.913 -3.445 -0.037 -0.006 -0.100
H 3.172 -2.004 0.586 -0.214 0.168 0.004
H 4.412 0.040 1.314 0.115 0.172 -0.033
```
Positions in Å, forces in eV/Å.

Entry 2:
DFT (ωB97M-V/def2-TZVPD) results for an isolated molecule of C4H4N2O2 at a distorted geometry.

* HOMO-LUMO gap: 0.393 Ha
* relative energy (zero: lowest compared OMol25 entry of this formula, charge and spin): 110.9 kcal/mol
* SMILES: C=COc1ncno1

```
12
Properties=species:S:1:pos:R:3:forces:R:3
O 0.652 -1.285 -0.017 -1.190 0.867 -0.936
O -0.688 0.676 -0.103 3.624 1.192 0.458
N -2.036 1.014 0.111 1.220 -3.172 -0.696
N -1.636 -1.284 -0.251 0.040 1.673 1.320
C 1.724 -0.474 0.067 3.263 -0.561 2.771
C 1.900 0.843 -0.136 -0.872 1.265 -1.507
C -0.476 -0.652 -0.159 -5.116 0.186 -0.552
C -2.483 -0.210 0.022 -2.283 -0.127 0.407
H 2.958 1.061 -0.016 -0.258 0.488 0.260
H 2.442 -1.188 0.724 -0.761 2.326 -2.157
H -3.525 -0.258 0.337 0.050 -0.833 -0.698
H 1.167 1.759 -0.581 2.283 -3.303 1.330
```
Positions in Å, forces in eV/Å.

Entry 3:
DFT (ωB97M-V/def2-TZVPD) results for a cluster of 4 separate species, C27H68N4O13P3S in total at a distorted geometry.

* net charge: +1
* HOMO-LUMO gap: 0.308 Ha

```
116
Properties=species:S:1:pos:R:3:forces:R:3
S -4.582 2.304 0.197 -0.775 -0.070 0.536
P -0.760 -4.792 -1.111 -4.054 1.101 -2.006
P 0.943 -3.897 5.260 -1.577 -0.228 -4.203
P 4.838 5.512 -1.298 4.034 0.954 1.956
O 2.407 -3.927 5.175 0.232 0.290 2.039
O 3.930 6.637 -1.040 -1.573 -0.860 -1.175
O 5.073 4.407 -2.421 -1.765 0.341 -0.477
O 0.323 -5.350 4.979 0.181 0.098 0.737
O -4.053 0.793 0.315 0.483 0.543 -0.044
O -0.641 -4.567 -2.696 0.702 -0.255 0.372
O -2.366 -4.813 -0.963 0.255 -0.236 0.114
O -0.297 -3.596 -0.390 1.424 -0.989 0.465
O 0.422 -3.099 3.960 -0.138 0.020 0.336
O 5.029 4.630 0.035 -0.655 -0.225 -0.449
O -0.646 -6.364 -1.000 1.520 0.280 1.009
O -0.180 -3.258 6.185 1.278 0.103 1.293
O 6.308 6.114 -1.477 -0.185 -0.220 -0.163
N -1.711 2.881 -2.352 0.021 -0.527 1.046
N -0.522 0.787 -2.608 0.019 0.338 0.510
N -6.355 3.046 -5.235 0.185 -0.332 -0.143
N -1.235 1.931 -4.466 -0.347 -0.171 -0.555
C 1.014 -6.545 5.361 0.122 -0.444 -0.022
C -0.284 -3.618 7.577 -0.181 -0.068 0.402
C 1.034 -3.526 8.315 0.135 -0.022 -0.159
C 1.535 -4.648 -3.792 -0.033 -0.143 0.131
C 6.928 8.183 -0.375 0.085 -0.140 0.137
C 1.682 -6.419 -0.191 -0.101 0.201 0.024
C -1.277 4.572 -0.512 -0.240 -0.390 -0.336
C 3.982 4.491 0.994 -0.140 -0.039 0.400
C -5.739 1.985 -4.425 -0.127 0.644 0.018
C 1.734 -3.115 1.925 -0.243 -0.158 -0.060
C -1.155 1.886 -3.212 -0.110 0.182 -0.187
C 6.526 7.516 -1.672 0.133 0.330 0.057
C 1.320 -2.335 3.155 0.231 0.063 -0.249
C -6.678 1.626 -3.260 0.537 -0.382 -0.068
C -6.009 1.370 -1.904 -0.354 0.341 0.642
C -4.983 2.449 -1.526 0.572 -0.204 -1.017
C 3.228 3.186 0.816 -0.004 0.011 -0.175
C -0.728 3.761 -1.714 0.075 0.505 -0.081
C 4.040 3.458 -2.727 -0.144 -0.358 -0.122
C 2.695 4.114 -2.963 -0.074 0.086 0.079
C 0.486 -7.101 6.668 -0.065 0.178 0.060
C -3.510 -2.721 -0.609 -0.164 0.188 -0.182
C 0.632 -7.027 -1.097 0.359 -0.363 -0.051
C -2.807 4.489 -0.310 0.610 0.294 0.301
C -3.011 -4.005 0.015 -0.058 0.115 0.135
C -3.124 3.290 0.605 -0.053 0.466 -0.340
C 0.410 -3.780 -3.268 0.215 0.247 -0.333
H -0.721 -4.616 7.658 0.070 -0.036 -0.136
H 7.007 9.263 -0.505 -0.002 -0.005 -0.022
H 0.955 -7.034 -2.140 -0.092 0.147 -0.023
H 3.915 2.341 0.789 0.003 0.001 0.050
H 4.457 4.509 1.975 0.080 0.007 -0.041
H 2.661 3.189 -0.120 -0.005 0.004 0.019
H 0.791 -3.055 -2.547 -0.124 -0.054 0.118
H 1.948 3.359 -3.217 0.054 -0.050 -0.056
H 1.778 -4.209 7.895 -0.022 0.012 0.054
H 7.330 7.605 -2.404 0.004 -0.123 -0.004
H -3.844 -4.587 0.410 -0.005 -0.045 -0.089
H 2.352 4.654 -2.075 0.005 -0.031 -0.038
H -5.835 3.145 -6.099 -0.140 0.057 -0.072
H -5.570 1.113 -5.054 0.015 0.022 -0.040
H -3.347 4.470 -1.253 0.014 -0.060 -0.022
H 2.487 -2.567 1.355 0.004 0.008 0.022
H 0.872 -3.298 1.278 0.253 0.091 0.167
H -1.734 2.764 -4.771 0.040 -0.012 -0.092
H -3.920 -2.058 0.157 -0.025 -0.030 0.007
H 2.089 -6.370 5.426 -0.024 0.173 -0.062
H 7.892 7.803 -0.036 0.012 0.019 -0.016
H 1.353 -6.445 0.849 0.012 -0.013 -0.001
H -0.807 4.189 0.395 0.048 0.245 0.086
H 2.620 -6.967 -0.275 -0.014 -0.042 -0.031
H -3.123 0.806 0.016 -0.086 -0.571 -0.108
H -1.123 -0.027 -2.611 0.235 -0.164 -0.197
H 2.145 -4.086 2.206 0.147 0.092 0.113
H -2.702 -2.205 -1.133 0.105 -0.030 0.121
H 2.064 -5.140 -2.972 0.025 0.030 -0.007
H 3.295 5.339 0.947 0.107 0.080 -0.109
H 0.900 -3.780 9.366 -0.057 -0.001 0.004
H -0.212 0.986 -1.666 -0.108 -0.144 0.066
H -0.599 -7.209 6.633 0.006 -0.049 -0.037
H 2.257 -4.042 -4.340 -0.016 0.021 -0.002
H -1.002 -2.925 8.013 -0.026 0.067 -0.162
H -4.076 2.306 -2.114 0.144 0.003 0.234
H -2.269 2.615 0.657 -0.140 -0.189 -0.119
H -5.535 0.392 -1.825 0.055 0.002 -0.231
H 3.987 2.711 -1.931 0.038 0.101 0.087
H -4.290 -2.926 -1.344 -0.016 -0.019 0.025
H 0.454 -8.063 -0.816 -0.188 0.042 0.017
H -3.093 5.408 0.199 -0.274 -0.085 0.001
H 0.129 3.181 -1.369 -0.092 -0.212 -0.123
H 1.150 -5.421 -4.457 -0.011 0.042 -0.042
H 6.202 7.975 0.411 -0.106 0.072 -0.072
H -6.796 1.381 -1.141 -0.039 -0.141 -0.050
H -0.328 4.444 -2.470 0.068 0.073 0.111
H 0.929 -8.076 6.872 0.011 -0.004 -0.024
H 2.188 -2.016 3.731 -0.014 -0.126 0.101
H 1.876 -5.373 -0.448 0.042 -0.055 0.008
H -6.283 3.936 -4.755 -0.101 0.012 -0.003
H 1.442 -2.517 8.248 -0.011 -0.001 0.020
H 0.777 -1.432 2.859 -0.076 -0.046 0.049
H -2.435 3.406 -2.821 0.348 0.176 -0.368
H -3.324 3.657 1.611 -0.006 -0.225 0.084
H 2.755 4.835 -3.779 -0.002 -0.020 -0.010
H -4.751 2.325 -4.084 0.057 -0.310 0.185
H 4.359 2.934 -3.626 0.149 0.104 -0.002
H 0.732 -6.440 7.502 0.032 -0.031 0.004
H -0.978 5.613 -0.618 0.003 0.006 0.019
H 0.848 -7.266 4.560 -0.059 0.077 -0.054
H 2.525 3.040 1.638 0.031 0.013 0.032
H -2.345 -3.788 0.850 0.103 -0.017 -0.066
H -7.436 2.402 -3.158 0.031 0.042 -0.008
H -5.329 3.463 -1.744 -0.224 0.012 0.396
H -0.038 -3.221 -4.091 -0.096 -0.050 0.026
H 5.645 7.992 -2.100 -0.106 -0.105 0.080
H -7.184 0.697 -3.523 -0.293 0.147 0.035
```
Positions in Å, forces in eV/Å.

Entry 4:
DFT (ωB97M-V/def2-TZVPD) results for an isolated molecule of C10H16Br2O at a distorted geometry.

* HOMO-LUMO gap (alpha / beta): 0.303 / 0.303 Ha
* relative energy (zero: lowest compared OMol25 entry of this formula, charge and spin): 0.0 kcal/mol

```
29
Properties=species:S:1:pos:R:3:forces:R:3
Br -3.179 1.111 -0.943 1.246 -0.417 0.176
Br -1.657 0.429 -3.887 0.302 -0.438 0.396
O -0.755 -2.131 -0.717 -0.277 -0.881 -0.294
C 0.219 0.091 2.027 -0.240 0.554 0.932
C -1.275 0.588 -0.991 1.083 -2.641 1.466
C 1.675 0.515 2.130 1.531 -2.115 1.425
C -0.836 -0.241 -2.144 -0.975 -0.372 -0.389
C -0.352 1.516 -0.208 -1.583 2.410 0.285
C -0.539 1.220 1.337 -2.460 0.934 -0.884
C -1.338 -1.770 -1.971 -0.350 2.263 0.506
C 0.048 -1.269 1.357 -0.165 -1.746 -0.800
C 0.651 -0.168 -2.333 0.716 0.395 1.163
C -1.028 -1.319 0.333 -2.015 2.714 -1.688
H 0.891 0.918 -2.328 0.470 -1.020 -0.293
H -0.240 0.000 3.055 0.622 0.355 -0.848
H 0.939 -1.507 0.818 0.891 0.040 -0.579
H 0.720 1.642 -0.411 -0.357 -0.857 -0.543
H -1.001 -2.397 -2.822 -0.126 0.168 0.940
H 1.222 -0.740 -1.559 -0.664 0.839 0.017
H -0.311 2.214 1.848 -0.742 -1.432 -0.153
H 2.176 0.754 1.195 -0.305 -0.142 -0.361
H 2.273 -0.358 2.593 -0.666 1.291 -0.655
H 0.969 -0.679 -3.207 0.052 -0.028 -1.230
H -0.766 2.602 -0.512 0.886 -1.930 1.285
H -1.655 0.860 1.359 1.726 1.569 0.582
H -2.090 -1.135 0.705 1.135 -0.884 -0.805
H 1.847 1.364 2.785 -0.298 0.152 0.152
H -2.441 -1.676 -1.893 0.515 -0.526 -0.147
H -0.079 -2.263 1.919 0.048 1.747 0.345
```
Positions in Å, forces in eV/Å.

Entry 5:
DFT (ωB97M-V/def2-TZVPD) results for an isolated molecule of C10H17P at a distorted geometry.

* HOMO-LUMO gap: 0.322 Ha
* relative energy (zero: lowest compared OMol25 entry of this formula, charge and spin): 65.7 kcal/mol
* SMILES: CC#C[C@@](C)(CC)P=C(C)C

```
28
Properties=species:S:1:pos:R:3:forces:R:3
P 0.347 -1.320 1.427 -0.229 0.278 -2.302
C -2.467 2.251 -0.451 0.203 -0.131 2.441
C 2.538 2.328 0.519 -2.024 -1.746 0.719
C 0.915 0.174 0.307 2.674 0.093 0.884
C -1.259 1.509 -0.205 0.843 0.603 -0.831
C -0.230 1.006 0.148 -0.696 -0.190 -1.439
C -0.725 -2.061 0.322 0.779 1.455 0.145
C -1.256 -3.332 0.730 -1.450 -0.827 -0.214
C -1.374 -1.545 -0.983 1.654 0.261 2.386
C 1.892 1.062 1.232 -2.383 2.383 -1.874
C 1.698 -0.287 -1.108 -1.948 0.272 1.169
H 2.643 0.284 -1.219 -0.841 -0.271 -0.179
H -2.846 2.594 -1.367 0.276 0.085 -1.609
H 3.497 2.619 0.922 -0.102 0.370 0.274
H -2.345 -1.261 -0.574 -0.213 0.417 -0.756
H 1.721 3.078 0.467 0.980 0.003 0.223
H 1.965 -1.371 -1.048 -0.430 0.879 -0.122
H -0.737 -0.727 -1.289 -0.897 0.139 -0.530
H -2.381 3.078 0.235 -0.284 0.759 0.039
H -0.978 -3.708 1.666 0.561 -0.414 1.444
H 1.301 1.454 2.051 -0.478 -0.015 0.175
H -3.182 1.624 0.016 -1.487 -0.436 0.212
H 2.659 1.962 -0.463 0.610 0.253 -1.361
H 0.913 -0.085 -1.928 1.820 -0.337 0.940
H -1.439 -2.297 -1.732 -0.186 -0.748 -0.525
H -1.063 -4.057 -0.002 1.164 -1.357 -1.199
H -2.321 -3.412 0.627 -1.115 0.603 0.457
H 2.514 0.439 1.701 3.201 -2.381 1.432
```
Positions in Å, forces in eV/Å.